#w
The molecule C8H6N2S. Source: the Open Molecules 2025 dataset; level of theory: wB97M-V/def2-TZVPD.

```
17
Properties=species:S:1:pos:R:3
C -2.9950 1.1383 -0.1019
C -3.2518 -0.1621 0.2867
S -1.8519 -1.1966 -0.0389
C -0.7553 0.1423 -0.0674
C 0.7714 0.0957 -0.0838
C 1.5435 1.2581 0.1435
C 2.9473 1.0610 0.0009
N 3.5626 -0.0874 0.0462
C 2.7796 -1.1466 0.0363
N 1.3603 -1.0867 -0.0885
C -1.5643 1.2816 -0.1380
H -3.8688 1.8151 0.0183
H -4.0534 -0.7527 0.3759
H 0.8565 2.1871 0.0739
H 3.5837 2.0156 0.1485
H 3.0708 -2.2355 -0.0144
H -1.2730 2.3234 -0.1416
```

Summary:
gap between HOMO and LUMO = 0.32861 Eh
LUMO = 0.000 eV
spin multiplicity = 1
molar mass = 162.22 Da
total charge = 0
SMILES = c1csc(-c2ccncn2)c1
E_HOMO = -8.9420 eV

#x
The molecule C8H6N2S. Source: the Open Molecules 2025 dataset; level of theory: wB97M-V/def2-TZVPD.

```
17
Properties=species:S:1:pos:R:3
C 2.6064 -0.2240 0.0334
C 1.9678 0.9922 0.2264
C 0.5701 0.9986 0.1752
C -0.2029 -0.1685 -0.0470
C -1.6446 -0.0119 -0.0282
C -2.3413 1.1053 -0.2172
N -3.7330 0.9235 -0.1698
N -4.0972 -0.3625 0.0559
S -2.7233 -1.3693 0.2613
C 0.5561 -1.3451 -0.1570
C 1.9243 -1.4045 -0.1472
H 3.6055 -0.4711 0.0227
H 2.5386 1.9123 0.7060
H 0.2263 1.8109 0.3113
H -2.0406 2.1646 -0.2819
H 0.1077 -2.3662 -0.3988
H 2.6801 -2.1845 -0.3451
```

Summary:
gap between HOMO and LUMO = 0.32385 Eh
LUMO = -0.330 eV
spin multiplicity = 1
molar mass = 162.22 Da
total charge = 0
SMILES = c1ccc(-c2cnns2)cc1
E_HOMO = -9.1421 eV

Top of the stability list: #w, leading by 0.0365 hartree.

#w
The molecule C17H23N3O3. Source: the Open Molecules 2025 dataset; level of theory: wB97M-V/def2-TZVPD.

```
46
Properties=species:S:1:pos:R:3
C 1.7359 2.8550 -4.2761
C 0.9021 2.4263 -3.0716
N 0.6673 1.0068 -3.0461
C 1.7160 0.0462 -2.7865
C 0.9318 -1.2005 -2.3600
C 0.5844 -1.1076 -0.8638
N -0.3808 -2.1262 -0.4838
C 0.1989 -3.1992 0.2979
C -1.5986 -1.5873 0.1077
C -1.3619 -0.6898 1.2799
N -0.9472 -1.1675 2.4927
C -0.7869 -0.1193 3.2455
C -0.3615 -0.0832 4.6140
C -0.1920 0.9904 5.4564
C 0.2358 0.4518 6.6871
C 0.2948 -0.8981 6.5039
O -0.0630 -1.2295 5.2568
O -1.0664 1.0415 2.6112
C -1.4280 0.6766 1.3497
C -1.8147 1.7355 0.3846
C -0.3430 -1.0654 -3.1906
C -0.5425 0.4397 -3.2528
O -1.5770 1.0439 -3.4369
H 1.8452 3.9360 -4.2835
H 1.2460 2.5482 -5.1967
H 2.7264 2.4070 -4.2393
H -0.0827 2.8993 -3.1111
H 1.4054 2.7246 -2.1436
H 2.3836 0.4139 -2.0019
H 2.3087 -0.1433 -3.6908
H 1.4698 -2.1263 -2.5646
H 0.1662 -0.1136 -0.6825
H 1.5036 -1.1911 -0.2696
H 1.0722 -3.5832 -0.2272
H 0.4925 -2.8828 1.3074
H -0.5307 -4.0029 0.3867
H -2.2142 -2.4331 0.4199
H -2.1368 -1.0256 -0.6610
H -0.3566 2.0197 5.2135
H 0.4665 0.9922 7.5820
H 0.5680 -1.6975 7.1639
H -1.0369 2.4965 0.3309
H -2.7346 2.2219 0.7087
H -1.9715 1.3151 -0.6049
H -1.1912 -1.5791 -2.7475
H -0.2021 -1.4359 -4.2080
```

Summary:
gap between HOMO and LUMO = 0.31795 Eh
LUMO = 0.766 eV
spin multiplicity = 1
molar mass = 317.39 Da
total charge = 0
SMILES = CCN1C[C@@H](CN(C)Cc2nc(-c3ccco3)oc2C)CC1=O
E_HOMO = -7.8854 eV

#x
The molecule C17H23N3O3. Source: the Open Molecules 2025 dataset; level of theory: wB97M-V/def2-TZVPD.

```
46
Properties=species:S:1:pos:R:3
C 5.8332 -1.9371 -0.7282
C 4.5912 -1.2755 -0.0301
C 5.0665 -1.6862 1.4798
C 4.4158 0.2665 -0.2609
C 3.0800 0.8636 0.1078
N 1.9146 0.1033 -0.1965
C 0.7530 0.2405 0.4379
O 0.5060 1.0083 1.3922
C -0.2371 -0.8209 -0.1148
N 0.3564 -2.0626 -0.6937
C -1.2609 -1.2659 0.8352
C -2.4232 -0.3559 0.9110
C -2.4812 0.8793 1.2900
N -3.6492 1.5734 0.8866
C -4.3962 0.6252 0.2379
C -5.7417 0.7955 -0.1302
C -6.3363 -0.1910 -0.7912
C -5.6896 -1.3450 -1.1888
C -4.4389 -1.6785 -0.6965
C -3.7216 -0.7100 0.1027
C 2.8606 2.2242 -0.7872
O 3.6538 2.5208 -1.6962
O 1.8441 3.0432 -0.2756
H 6.8844 -1.4177 -0.5061
H 5.4748 -2.1736 -1.8571
H 5.8587 -2.9902 -0.3923
H 3.8428 -1.8562 -0.4041
H 6.0889 -1.4486 2.1023
H 5.0354 -2.9152 1.3135
H 4.2296 -1.2522 2.3121
H 4.6056 0.4569 -1.3449
H 5.3045 0.7541 0.1545
H 3.2309 1.2925 1.2421
H 2.1921 -0.7179 -0.8163
H -0.5745 -0.4246 -1.0433
H 0.6705 -2.6508 0.0884
H -0.2913 -2.3620 -1.3896
H -0.6916 -1.3948 1.8554
H -1.9454 -2.0937 0.4559
H -1.6079 1.3946 1.5929
H -3.8176 2.5601 0.8860
H -6.1544 1.8022 0.1177
H -7.2036 0.2125 -1.3413
H -6.1125 -2.0294 -2.1498
H -4.0859 -2.8138 -0.5592
H 1.4388 2.4165 0.2997
```

Summary:
gap between HOMO and LUMO = 0.31811 Eh
LUMO = 0.497 eV
spin multiplicity = 1
molar mass = 317.39 Da
total charge = 0
SMILES = CC(C)C[C@H](NC(=O)[C@@H](N)Cc1c[nH]c2ccccc12)C(=O)O
E_HOMO = -8.1593 eV

Top of the stability list: #w, leading by 0.1984 hartree.